# 1
{
  "formula": "C7H12N2",
  "method": "wB97M-V/def2-TZVPD",
  "total_charge": 0,
  "lumo_ev": [0.31, -0.71],
  "gap_ha": [0.345, 0.240],
  "fmax_ha_per_bohr": 0.042,
  "spin_multiplicity": 1,
  "elements": ["C", "C", "C", "C", "C", "C", "C", "N", "N", "H", "H", "H", "H", "H", "H", "H", "H", "H", "H", "H", "H"],
  "xyz": [[0.40878, -0.24382, 1.30942], [1.25356, 0.59265, 2.13966], [1.46786, -0.28479, -1.78235], [-0.19149, 0.34167, 0.11672], [0.27491, -0.72649, -0.97422], [-1.70798, 0.34454, 0.47525], [-2.70005, -0.27698, -0.14799], [0.18646, 1.64610, -0.19033], [-0.34657, -1.81904, -1.09841], [0.20313, -1.28410, 1.52075], [-0.42913, 1.96585, -0.93697], [0.03249, -2.37987, -1.86331], [-1.90459, 1.04742, 1.27569], [0.72378, 1.55164, 2.29394], [1.58800, 0.13942, 3.06977], [2.11146, 0.93588, 1.53590], [2.20353, 0.20527, -1.14346], [1.91843, -1.14163, -2.28732], [1.16688, 0.45443, -2.52593], [-2.53741, -0.99726, -0.93524], [-3.72205, -0.07090, 0.14842]]
}

---

# 2
{
  "formula": "C2H5O2",
  "method": "wB97M-V/def2-TZVPD",
  "total_charge": -1,
  "lumo_ev": 3.46,
  "gap_ha": 0.206,
  "fmax_ha_per_bohr": 0.030,
  "spin_multiplicity": 1,
  "elements": ["O", "H", "C", "C", "O", "H", "H", "H", "H"],
  "xyz": [[-2.65732, -1.43067, 1.82438], [-1.88105, -1.99575, 1.94177], [0.11698, -0.16242, -0.22031], [0.65811, 1.04933, -0.31226], [1.93629, 1.24546, -0.89966], [-0.65956, -0.40177, 0.50794], [0.57441, -1.02085, -0.70905], [0.06550, 1.95406, -0.40118], [1.84665, 0.76261, -1.73164]]
}

---

# 3
{
  "formula": "C5H14N2O",
  "method": "wB97M-V/def2-TZVPD",
  "total_charge": 0,
  "lumo_ev": 0.91,
  "gap_ha": 0.361,
  "fmax_ha_per_bohr": 0.085,
  "spin_multiplicity": 1,
  "elements": ["C", "C", "C", "O", "H", "H", "H", "H", "H", "H", "C", "C", "N", "N", "H", "H", "H", "H", "H", "H", "H", "H"],
  "xyz": [[1.96041, 1.27189, -0.39711], [1.47769, -0.00433, 0.23886], [1.64674, -1.29187, -0.81197], [1.54568, -0.22521, 1.43376], [2.96395, 1.13969, -0.79692], [1.29038, 1.54638, -1.21152], [1.94128, 2.08211, 0.32851], [2.72206, -1.45582, -0.77751], [1.19371, -2.18936, -0.39893], [1.39554, -1.04691, -1.84144], [-2.19745, 0.02884, -0.81612], [-1.10908, -0.00702, 0.24377], [-1.06973, 1.27121, 0.92943], [-1.27068, -1.18283, 1.08039], [-3.17505, 0.13944, -0.33949], [-2.06895, 0.88756, -1.47051], [-2.21779, -0.89887, -1.38310], [-0.07031, -0.39701, -0.37259], [-1.96226, 1.47444, 1.37023], [-0.36532, 1.25156, 1.66073], [-0.49005, -1.24521, 1.72866], [-2.14078, -1.14867, 1.60286]]
}